Below is C30H34MnNOP as an isolated structure at a distorted geometry, with properties calculated with ωB97M-V/def2-TZVPD.

Summary:
2S+1 ... 2
Energy above the lowest of the compared OMol25 structures with the same formula, charge and spin ... 13.5 kcal per mole
⟨S²⟩ ... 0.7922
Kohn-Sham gap (alpha / beta) ... 7.838 / 7.758 eV
E_LUMO (alpha / beta) ... 0.407 / 0.411 eV
Highest occupied orbital energy (alpha / beta) ... -7.43 / -7.35 eV

Cartesian coordinates (Å):
Mn 0.95 -0.66 -1.22
C -1.66 1.02 3.59
C -1.08 2.12 2.74
C -1.11 3.42 3.23
C -0.65 4.50 2.49
C -0.15 4.29 1.22
C -0.10 3.01 0.72
C -0.54 1.91 1.46
P -0.36 0.29 0.60
C 0.18 -0.88 1.91
C -0.61 -1.98 2.22
C -0.18 -2.92 3.14
C 1.04 -2.75 3.78
C 1.84 -1.66 3.46
C 1.44 -0.73 2.52
C 2.37 0.40 2.15
C -2.04 -0.12 0.08
C -3.17 0.62 0.41
C -4.36 0.43 -0.26
C -4.40 -0.49 -1.31
C -3.29 -1.24 -1.64
C -2.08 -1.11 -0.93
C -0.90 -1.90 -1.24
H -2.36 1.44 4.31
H -0.87 0.50 4.15
H -2.18 0.28 2.99
H -1.52 3.59 4.22
H -0.69 5.50 2.91
H 0.20 5.13 0.62
H 0.30 2.83 -0.28
H -1.58 -2.09 1.75
H -0.79 -3.79 3.37
H 1.39 -3.48 4.50
H 2.80 -1.54 3.95
H 3.31 0.33 2.70
H 1.92 1.37 2.35
H 2.59 0.35 1.08
H -3.11 1.38 1.18
H -5.23 1.01 0.00
H -5.32 -0.62 -1.87
H -3.35 -1.97 -2.44
H -1.05 -2.59 -2.06
H -0.53 -2.44 -0.36
N 1.70 1.12 -2.58
C 0.76 1.56 -3.58
C -0.56 1.12 -3.49
C -1.50 1.56 -4.41
C -1.12 2.41 -5.44
C 0.19 2.83 -5.54
C 1.14 2.41 -4.61
H 2.64 1.07 -2.94
H 1.70 1.78 -1.81
H -0.83 0.43 -2.70
H -2.53 1.22 -4.32
H -1.85 2.75 -6.17
H 0.50 3.48 -6.35
H 2.16 2.75 -4.69
C 3.99 -2.99 0.31
C 2.99 -3.04 -0.84
C 1.92 -4.10 -0.55
O 2.42 -1.80 -1.06
H 4.48 -3.96 0.43
H 3.47 -2.73 1.23
H 4.76 -2.23 0.11
H 3.53 -3.34 -1.75
H 1.36 -3.80 0.34
H 2.38 -5.08 -0.37
H 1.23 -4.18 -1.39